Entry 1:
Formula: C5H8O2
Source: the Open Molecules 2025 dataset
Level of theory: the ωB97M-V functional and the def2-TZVPD basis

Summary:
**Energy above the lowest of the compared OMol25 structures with the same formula, charge and spin**: 2.596 eV
**Molar mass**: 100.12 g mol⁻¹
**Total energy**: -9407.236 eV
**Gap between HOMO and LUMO**: 10.96 eV
**HOMO energy**: -10.13 eV
**Total charge**: 0
**SMILES string**: C#C[C@](C)(O)CO

Last column: natural (NBO) charge in e.
Cartesian coordinates (Å):
C -1.65 1.78 -0.29  -0.2279
C -0.70 1.05 -0.16  -0.0442
C 0.43 0.10 -0.08  0.1338
C 0.98 0.00 1.34  -0.6056
O 1.50 0.52 -0.93  -0.7086
C -0.07 -1.30 -0.58  -0.0628
O -1.38 -1.36 -1.09  -0.7009
H -2.51 2.39 -0.44  0.2452
H 1.81 -0.72 1.36  0.2220
H 0.21 -0.34 2.03  0.2113
H 1.36 0.96 1.69  0.2204
H 1.32 1.41 -1.25  0.4839
H 0.04 -2.01 0.25  0.1577
H 0.61 -1.58 -1.39  0.2051
H -1.95 -0.90 -0.46  0.4706



Entry 2:
Formula: C5H40N3O12
Source: the Open Molecules 2025 dataset
Level of theory: the ωB97M-V functional and the def2-TZVPD basis

Summary:
**Energy above the lowest of the compared OMol25 structures with the same formula, charge and spin**: 0.974 eV
**Molar mass**: 334.38 g mol⁻¹
**Total energy**: -34870.706 eV
**Gap between HOMO and LUMO**: 10.00 eV
**HOMO energy**: -12.34 eV
**Total charge**: +1

Last column: natural (NBO) charge in e.
Cartesian coordinates (Å):
N 1.71 -1.81 -2.04  -0.7434
C 0.89 -0.54 -1.96  -0.0509
C 1.77 0.63 -2.32  -0.6330
C 0.33 -0.46 -0.54  -0.2582
N -0.78 0.50 -0.48  -0.6706
C -1.60 0.35 0.74  -0.2441
C -1.89 1.67 1.46  -0.2366
N -0.65 2.21 2.05  -0.8952
H 2.11 -1.92 -2.98  0.4036
H 1.10 -2.69 -1.84  0.4636
H 2.49 -1.74 -1.37  0.4337
H 0.08 -0.67 -2.68  0.2246
H 2.61 0.75 -1.63  0.2172
H 1.22 1.57 -2.29  0.2296
H 2.21 0.50 -3.31  0.2213
H -0.06 -1.44 -0.25  0.2169
H 1.14 -0.21 0.15  0.1977
H -0.39 1.42 -0.54  0.3651
H -1.13 -0.32 1.46  0.2104
H -2.55 -0.11 0.47  0.1651
H -2.59 1.45 2.27  0.2107
H -2.37 2.38 0.78  0.1936
H -0.87 2.94 2.70  0.3820
H -0.05 2.57 1.31  0.3928
H -2.37 -2.60 -0.57  0.4971
H -2.47 -1.23 -1.25  0.4640
O -2.58 -2.17 -1.43  -0.9707
H -0.71 -3.02 1.36  0.5196
H -1.71 -4.17 1.20  0.4948
O -1.34 -3.44 0.71  -1.0241
H 3.28 -3.86 1.22  0.4908
H 3.14 -2.43 0.66  0.4966
O 2.79 -3.05 1.34  -0.9816
H -1.82 3.84 -0.50  0.5175
H -1.03 4.44 -1.75  0.4995
O -1.13 3.66 -1.19  -1.0137
H 1.28 -2.73 2.13  0.5113
H 0.54 -1.45 2.55  0.5050
O 0.39 -2.41 2.38  -1.0078
H 0.34 0.90 2.70  0.5140
H 1.41 0.34 3.71  0.4979
O 1.08 0.23 2.80  -1.0219
H 0.36 3.36 -0.37  0.5200
H 1.57 3.89 0.49  0.5068
O 1.05 3.09 0.27  -0.9968
H -3.53 2.95 0.04  0.5117
H -3.93 4.45 0.28  0.5020
O -3.23 3.81 0.43  -0.9886
H -2.61 1.97 -1.53  0.4935
H -3.04 0.85 -0.58  0.4767
O -3.39 1.58 -1.11  -0.9407
H 3.17 -0.29 -0.04  0.5372
H 4.34 -0.99 -0.80  0.5131
O 3.40 -1.11 -0.57  -0.9883
H 2.15 1.75 0.56  0.5068
H 2.31 0.71 1.69  0.5109
O 2.74 1.03 0.87  -1.0038
H -0.89 -3.41 -2.13  0.5115
H -0.35 -3.78 -0.77  0.5148
O -0.07 -3.74 -1.71  -0.9710



Entry 3:
Formula: C6H66BNO25
Source: the Open Molecules 2025 dataset
Level of theory: the ωB97M-V functional and the def2-TZVPD basis

Summary:
**Molar mass**: 563.39 g mol⁻¹
**Total energy**: -60631.807 eV
**Gap between HOMO and LUMO**: 4.90 eV
**HOMO energy**: -6.06 eV
**Total charge**: 0

Last column: Löwdin charge in e.
Cartesian coordinates (Å):
C -1.09 3.89 2.20  -0.0117
O -1.42 2.78 1.32  -0.1768
C -0.28 2.03 0.86  -0.1358
C -0.80 1.24 -0.38  -0.0532
N 0.23 0.54 -1.10  0.0896
H -0.16 0.28 -1.85  0.0210
H 0.93 1.23 -1.25  0.1127
C 0.86 -0.65 -0.43  -0.0312
C 0.01 -1.92 -0.61  -0.1873
O 0.90 -2.94 -0.45  -0.2034
C 0.32 -4.17 -0.34  -0.1342
H -0.69 3.68 3.02  0.0180
H -2.05 4.30 2.21  0.0829
H -0.37 4.49 1.69  0.0775
H -0.19 1.30 1.61  0.1083
H 0.55 2.44 0.80  0.0298
H -1.10 2.04 -1.03  0.1037
H -1.46 0.41 -0.02  0.1501
H 1.08 -0.59 0.55  0.0695
H 1.93 -0.68 -0.93  0.1634
H -0.22 -2.09 -1.65  0.1231
H -0.85 -1.86 0.13  0.1591
H -0.12 -4.19 0.66  0.0926
H 1.09 -4.99 -0.31  0.0860
H -0.62 -4.50 -1.05  0.1281
B -2.05 5.95 5.41  -0.4970
H -1.56 5.66 4.42  -0.1578
H -3.27 5.65 5.46  -0.0825
H -1.44 5.39 6.30  -0.0887
H -2.13 7.20 5.41  -0.0826
O 5.05 0.84 -1.07  -0.0892
H 5.49 1.16 -0.24  0.0690
H 4.79 -0.12 -0.92  0.0189
O 0.17 5.78 -0.73  -0.0625
H 0.03 6.13 0.06  -0.1001
H 0.91 5.02 -0.63  0.0721
O -1.92 -2.34 -3.83  -0.0447
H -1.18 -1.60 -3.66  0.0578
H -2.39 -2.45 -3.13  -0.1358
O 2.15 3.94 -0.25  -0.0501
H 2.58 4.15 0.63  0.0983
H 2.52 3.16 -0.49  -0.1812
O 2.45 -6.65 1.39  -0.0585
H 2.89 -6.81 0.57  0.0225
H 3.33 -6.63 1.87  0.1041
O 0.37 -6.58 3.15  -0.1294
H 0.87 -6.24 2.36  -0.0210
H -0.10 -5.66 3.26  0.0896
O -1.26 7.18 1.42  -0.0108
H -0.80 7.16 2.23  0.0239
H -2.09 7.04 1.83  0.0271
O -0.47 0.06 -3.82  -0.0573
H -0.97 0.84 -4.01  0.0293
H 0.45 0.12 -4.22  0.1113
O 2.77 -1.73 -3.17  -0.0662
H 2.58 -2.40 -2.34  0.0852
H 3.41 -2.06 -3.69  -0.0352
O 2.31 0.31 3.00  -0.1292
H 2.95 -0.35 2.63  0.0586
H 1.40 -0.25 3.20  0.1571
O 4.84 -1.82 -0.66  -0.0534
H 4.23 -2.59 -0.76  0.0132
H 5.73 -2.08 -0.76  0.0383
O -1.00 -6.93 -0.97  -0.0652
H -0.46 -7.41 -0.33  0.0627
H -1.31 -7.84 -1.28  0.1159
O 3.85 2.55 2.02  -0.1326
H 4.56 1.90 2.17  0.0149
H 3.02 1.82 2.21  0.1009
O -3.04 -4.80 -0.53  0.0326
H -2.34 -5.48 -0.56  0.0284
H -3.76 -5.16 -0.29  -0.0597
O 0.81 -5.72 -3.32  -0.0795
H 0.38 -5.40 -4.10  0.0228
H 0.11 -5.97 -2.63  0.0306
O -3.09 -3.64 2.07  0.0436
H -3.03 -3.97 1.31  -0.1529
H -3.82 -3.03 1.96  0.0504
O -4.76 4.04 1.29  0.1552
H -5.25 4.22 1.97  0.0168
H -5.28 4.51 0.51  0.2014
O -4.43 2.11 1.36  -0.0290
H -4.55 2.98 1.23  -0.3728
H -3.48 2.01 1.51  0.0187
O 2.56 2.12 -1.30  -0.0367
H 3.42 1.67 -1.07  0.0697
H 2.53 2.49 -2.24  0.1583
O -0.84 2.71 -3.14  -0.0599
H -0.54 3.31 -3.80  0.0342
H -1.54 3.18 -2.59  0.0607
O -3.17 -1.25 -1.46  -0.0316
H -3.86 -0.64 -1.43  0.0249
H -3.56 -1.98 -0.90  0.0732
O -2.36 4.41 -1.26  -0.0091
H -1.70 5.03 -1.02  0.0039
H -2.82 4.11 -0.52  0.0005
O 3.46 -3.97 -1.40  -0.0964
H 3.62 -4.28 -2.36  0.1392
H 2.56 -4.15 -1.02  0.0405



Entry 4:
Formula: C14H21NO4S
Source: the Open Molecules 2025 dataset
Level of theory: the ωB97M-V functional and the def2-TZVPD basis

Summary:
**Energy above the lowest of the compared OMol25 structures with the same formula, charge and spin**: 14.052 eV
**Molar mass**: 299.39 g mol⁻¹
**Total energy**: -35360.670 eV
**Gap between HOMO and LUMO**: 8.56 eV
**HOMO energy**: -8.16 eV
**Total charge**: 0

Last column: natural (NBO) charge in e.
Cartesian coordinates (Å):
C 2.68 3.20 -0.24  -0.6118
C 2.80 1.70 -0.18  -0.1724
C 2.42 1.21 1.00  -0.1910
C 2.32 -0.28 1.16  -0.1661
C 2.68 -1.23 -0.03  -0.2084
C 3.01 -0.58 -1.02  -0.3123
C 2.97 0.75 -1.05  0.0028
H 3.35 1.34 -2.28  0.1477
H 3.32 -1.11 -1.98  0.2200
S 2.65 -2.88 0.29  0.2292
C 0.74 -2.82 0.53  -0.4586
C -0.07 -2.58 -0.87  -0.2123
N -1.09 -2.03 -0.58  -0.6464
C -1.07 -0.43 -0.62  0.7147
O -0.24 0.02 -1.45  -0.5886
C -2.30 0.23 0.13  -0.3013
C -3.55 -0.21 -0.61  -0.0672
O -3.96 -1.46 -0.59  -0.6701
H -3.30 -1.75 -1.41  0.4873
H -3.61 0.41 -1.56  0.1854
H -4.42 0.45 -0.18  0.1814
C -2.40 0.00 1.67  -0.0557
H -2.90 0.76 2.09  0.1929
O -1.06 -0.12 2.25  -0.7526
H -0.58 0.86 1.68  0.4832
H -2.66 -1.06 1.65  0.1923
C -1.91 1.58 -0.14  -0.1014
O -0.65 2.27 0.39  -0.7085
H -0.08 1.66 -0.02  0.4782
H -2.64 2.31 0.46  0.1966
H -1.94 2.15 -1.25  0.2372
H -1.81 -2.25 0.06  0.4000
H -0.26 -3.54 -1.26  0.1922
H 0.64 -2.21 -1.46  0.2338
H 0.47 -2.42 1.33  0.1823
H 0.69 -3.85 0.86  0.2023
H 1.99 -0.68 1.95  0.1728
H 1.95 1.77 2.11  0.2267
H 2.69 3.53 -1.36  0.2136
H 3.36 3.77 0.31  0.2243
H 1.80 3.53 0.25  0.2275



E_LUMO? In order: 0.83 -2.35 -1.16 0.40 eV.